{
  "formula": "C26H20N8O7S2Sn",
  "method": "the ωB97M-V functional and the def2-TZVPD basis",
  "species": ["Sn", "O", "S", "O", "O", "C", "C", "C", "C", "C", "C", "S", "O", "O", "O", "H", "H", "H", "H", "C", "N", "C", "N", "C", "N", "C", "C", "C", "C", "C", "C", "C", "N", "N", "C", "O", "C", "C", "C", "C", "C", "C", "N", "C", "N", "C", "N", "C", "H", "H", "H", "H", "H", "H", "H", "H", "H", "H", "H", "H", "H", "H", "H", "H"],
  "xyz": [[1.521, 1.715, -2.672], [3.759, 1.437, -1.946], [3.403, 1.419, -0.509], [4.053, 0.451, 0.310], [1.910, 1.335, -0.483], [3.827, 3.041, 0.124], [4.765, 3.041, 1.136], [5.182, 4.206, 1.735], [4.654, 5.416, 1.349], [3.726, 5.447, 0.325], [3.296, 4.298, -0.322], [2.229, 4.644, -1.744], [2.934, 4.139, -2.921], [1.941, 6.032, -1.693], [0.974, 3.801, -1.626], [5.179, 2.099, 1.458], [5.927, 4.156, 2.514], [4.970, 6.333, 1.828], [3.316, 6.381, -0.021], [-3.462, 2.487, 0.173], [-2.487, 2.003, -0.792], [-1.166, 2.069, -0.774], [-0.692, 1.414, -1.835], [-1.811, 0.988, -2.483], [-2.918, 1.311, -1.878], [-3.872, 1.437, 1.180], [-4.769, 1.791, 2.200], [-5.248, 0.859, 3.110], [-4.835, -0.457, 3.029], [-3.907, -0.810, 2.032], [-3.433, 0.139, 1.107], [-3.448, -2.147, 1.964], [-3.945, -3.225, 2.581], [-3.234, -4.257, 2.200], [-2.281, -3.802, 1.375], [-2.393, -2.477, 1.202], [-1.232, -4.534, 0.770], [-1.242, -5.941, 0.855], [-0.219, -6.648, 0.261], [0.810, -5.967, -0.382], [0.846, -4.568, -0.440], [2.037, -3.881, -1.067], [1.675, -2.688, -1.819], [1.917, -1.423, -1.526], [1.436, -0.662, -2.509], [0.907, -1.556, -3.392], [1.021, -2.794, -3.004], [-0.184, -3.853, 0.121], [-4.332, 2.797, -0.410], [-3.058, 3.372, 0.667], [-0.582, 2.573, -0.026], [-1.799, 0.427, -3.401], [-5.115, 2.815, 2.268], [-5.945, 1.164, 3.876], [-5.197, -1.205, 3.719], [-2.751, -0.174, 0.330], [-2.053, -6.441, 1.366], [-0.213, -7.727, 0.292], [1.607, -6.535, -0.843], [2.557, -4.560, -1.743], [2.746, -3.566, -0.298], [2.439, -1.085, -0.647], [0.452, -1.283, -4.329], [-0.194, -2.773, 0.080]],
  "forces_ev_per_angstrom": [[0.221, 0.866, 2.773], [-1.007, -0.284, -1.169], [1.105, 1.894, 1.280], [-0.199, -0.444, -0.300], [-0.939, -0.050, -0.899], [-0.517, 0.626, -0.494], [-0.125, -0.705, -0.171], [0.302, 0.490, 0.409], [0.208, -0.100, 0.186], [-0.424, 0.011, -0.453], [0.201, -0.743, 0.239], [0.984, -0.091, -0.463], [-0.143, -0.737, 0.112], [-0.319, 0.246, 0.056], [-0.151, -1.873, -0.253], [0.017, -0.086, 0.041], [0.044, 0.017, 0.063], [-0.034, 0.002, -0.047], [0.025, 0.150, 0.051], [-0.055, 0.107, 0.001], [-0.160, -0.096, -0.059], [0.210, 0.000, 0.029], [0.505, 0.469, -0.336], [-0.103, -0.191, -0.186], [0.068, -0.012, 0.113], [0.012, -0.052, -0.041], [-0.062, 0.015, -0.026], [0.043, -0.089, -0.009], [-0.003, 0.102, -0.081], [-0.036, -0.126, 0.081], [0.032, 0.065, 0.050], [-0.124, 0.438, 0.062], [-0.183, -0.060, 0.145], [-0.034, -0.176, 0.070], [0.305, -0.250, -0.149], [0.084, 0.113, -0.165], [-0.073, -0.062, 0.057], [0.095, 0.074, -0.068], [-0.048, 0.094, 0.032], [0.013, -0.019, 0.027], [-0.030, -0.014, -0.009], [0.074, -0.059, 0.080], [-0.126, -0.167, -0.180], [0.106, 0.236, -0.052], [0.097, 0.522, -0.265], [-0.078, -0.021, -0.174], [0.101, -0.035, 0.185], [-0.005, -0.061, -0.051], [0.051, 0.027, 0.042], [0.045, -0.055, -0.027], [0.098, 0.077, 0.011], [-0.013, -0.001, -0.070], [-0.006, 0.052, 0.004], [-0.025, 0.012, 0.024], [-0.008, -0.036, 0.022], [0.031, -0.035, -0.025], [-0.034, -0.016, 0.027], [0.004, -0.047, 0.001], [0.042, -0.030, -0.023], [-0.026, 0.080, -0.012], [-0.027, -0.029, -0.046], [0.043, -0.012, 0.064], [-0.036, 0.015, -0.059], [-0.012, 0.063, 0.021]],
  "total_charge": 2,
  "de_lowest_kj_mol": 99.8,
  "max_force_ev_per_a": 2.9,
  "e_lumo_ev": [-9.54, -9.63],
  "e_homo_ev": [-14.20, -14.21]
}